1.
The following is a DFT calculation (ωB97M-V with the def2-TZVPD basis set) of 2 unconnected molecules or ions with the total composition C5H6N2O4.

Calculated values
E_LUMO (alpha / beta): 6.481 / 6.485 eV
Net charge: -2
HOMO-LUMO gap (alpha / beta): 7.16 / 6.90 eV

```
17
Properties=species:S:1:pos:R:3:forces:R:3:nbo_charge:R:1
O 3.937910 -0.776950 -0.860507 0.46 -0.23 -0.67 -0.810
C 1.082485 0.127992 1.143901 0.07 -0.01 0.27 -0.418
C 0.054320 -0.131734 -1.495386 -0.20 -0.06 0.12 -0.218
H 0.633737 1.098235 0.903888 -0.11 0.01 0.07 0.182
H -0.523499 -0.258724 -2.377208 -0.36 0.06 -0.40 0.157
H 2.011708 -0.839752 -1.911302 -0.41 0.16 0.13 0.225
O -3.318299 0.956615 -2.008979 -0.64 -0.57 1.37 -0.509
C 1.284731 -0.451040 -1.175605 1.21 -0.29 -0.24 -0.138
N 1.895571 -0.326834 0.048897 0.11 0.01 0.22 -0.505
C -3.226356 0.331665 0.206870 -2.97 -0.47 1.75 0.401
H 0.261239 -0.571291 1.337222 -0.04 0.13 -0.05 0.197
H 1.718075 0.210956 2.027636 -0.09 0.01 -0.17 0.221
O -2.677762 0.019840 1.277590 0.18 0.04 -0.49 -0.663
N -2.676868 0.719858 -0.902151 2.85 1.20 -2.47 -0.192
O 3.790866 -0.268954 1.312993 0.37 0.16 0.86 -0.805
H -4.366681 0.386211 0.194473 0.24 -0.11 -0.08 -0.003
C 3.336809 -0.467239 0.179414 -0.68 -0.02 -0.20 0.879
```
Positions in Å, forces in eV/Å.


2.
The following is a DFT calculation (ωB97M-V with the def2-TZVPD basis set) of a molecular structure, C42H40CdClN4O6PS3.

Calculated values
E_LUMO: 3.275 eV
Net charge: -2
HOMO-LUMO gap: 3.64 eV

```
98
Properties=species:S:1:pos:R:3:forces:R:3:mulliken_charge:R:1
H -7.125769 -2.414782 0.687463 0.03 -0.17 -0.12 0.351
H 5.002046 -0.748157 3.507620 -0.13 -0.14 -0.22 0.430
H -1.954468 6.163671 -0.262806 0.16 -0.02 -0.67 0.403
H -3.197451 -1.735680 6.661850 0.19 0.37 -0.23 0.334
C 2.405102 -0.621581 3.194791 3.10 -0.49 1.81 0.105
C 1.268274 -3.867483 1.888149 -0.34 0.28 0.58 1.129
C 0.806265 -3.426261 0.628037 -0.08 0.25 0.08 -2.474
H -4.641753 -2.924471 0.786838 -0.22 0.50 0.15 0.438
S -1.448494 -0.037732 -3.145151 -0.49 0.07 0.24 -0.470
H -3.596916 0.758872 3.230540 0.16 0.33 -0.28 0.375
C 3.309956 -0.706421 2.011562 2.32 -0.38 -1.85 0.538
N -1.384741 6.800257 -3.542522 0.46 -0.16 0.00 -0.601
H -0.716091 -4.139538 -4.731937 -0.19 0.32 0.35 0.460
C 0.910914 -4.762296 4.170453 0.04 -0.45 0.64 -0.424
C -2.737748 -1.181553 5.835650 0.48 0.29 0.02 -0.832
C -3.511903 -0.360037 5.009419 0.12 -0.40 0.65 -0.518
C 0.689232 6.430609 -2.366735 -0.40 -0.01 -0.73 -0.184
H -0.681230 -4.179322 2.871010 0.18 -0.21 -0.16 0.319
H 2.482653 -2.888910 -6.103610 -0.23 0.03 0.27 0.279
S 1.751608 -0.885534 -2.383583 0.22 -0.36 0.87 -0.546
O 4.150301 -0.255360 6.436967 1.07 -0.02 0.46 -0.676
H 0.251981 -5.201905 4.960235 0.41 0.64 -0.70 0.290
C 1.867217 -3.142569 -5.225830 -0.45 0.70 0.16 -0.961
C -6.838193 -0.402486 0.002810 1.02 -0.55 0.37 -0.427
H 2.074745 2.719632 -4.818328 0.01 -0.01 -0.19 0.321
Cl 1.254015 -0.220371 6.887395 -0.12 -0.06 0.66 -0.161
C -0.764983 -0.676942 4.510490 -1.50 0.83 0.24 0.282
C 2.829909 -0.589306 4.634762 -1.27 0.00 -2.58 -0.114
C -6.388972 -1.669050 0.420312 0.26 0.69 -0.08 -0.525
C -1.345616 -1.289820 5.637454 -0.66 -0.03 -0.57 -0.404
C -1.587240 0.072547 3.617084 0.43 -0.41 0.48 -0.210
H 3.928230 1.326169 -5.746331 0.19 0.41 -0.35 0.474
H 1.781346 6.397160 -2.371295 -0.42 -0.06 -0.02 0.364
O 2.848615 -0.723147 0.829841 0.01 0.38 1.65 -0.623
C -5.918112 0.605465 -0.294104 -0.19 0.28 -0.15 -0.584
H -0.742927 -1.849032 6.357414 -0.23 0.08 -0.53 0.410
H 2.352393 -2.737972 -4.313758 -0.25 -0.38 -0.49 0.119
C -5.025159 -1.926547 0.545844 -0.21 0.29 -0.41 -0.481
O 0.897659 1.257999 -4.135171 0.35 0.06 -0.52 -0.371
C -0.466058 3.566495 0.651799 -0.70 0.27 -0.77 -0.615
H -1.490682 -2.522861 -4.353699 0.36 -0.39 -0.11 0.319
H 4.207784 -4.176500 3.631911 -0.16 -0.13 -0.16 0.341
P 0.400410 -0.230783 -3.669075 0.49 0.94 -0.27 0.541
H 2.895093 -0.075255 -5.588574 0.38 -0.20 0.34 0.151
C 1.136692 1.687883 -6.480908 -0.23 -0.55 -0.23 -1.131
H 1.798367 -4.230576 -5.162515 -0.05 0.03 0.05 0.434
H 1.537423 -3.251737 -0.168888 -0.19 -0.53 0.08 0.681
H 0.476984 6.828564 -4.482164 -0.26 -0.10 0.13 0.355
H 2.692755 1.548251 -0.117638 -0.09 -0.12 0.15 0.506
C 0.448135 -2.504369 -5.317506 0.97 1.62 -0.03 0.350
C -0.555760 -3.104703 -4.374769 0.12 -0.61 0.71 -1.237
C 0.398228 -4.285718 2.991146 0.13 0.43 -1.24 -0.457
H -6.293624 1.611532 -0.585740 0.41 -0.85 0.09 0.308
C 4.185511 -0.504728 5.244891 -1.02 0.17 0.61 0.384
C 1.601591 -0.583079 5.286261 1.04 0.09 -1.99 0.173
C -4.547862 0.351122 -0.210077 -0.35 -0.53 0.26 -0.240
H 3.576526 0.745801 -4.139546 -0.17 -0.14 0.32 0.275
H -1.444537 4.091123 0.711488 0.97 -0.36 0.13 0.196
C 0.735740 4.234396 0.456970 0.12 -0.67 0.18 0.719
H 3.313258 -3.454775 1.410508 0.25 0.03 0.02 0.230
C -0.048282 6.668235 -3.539319 -0.26 0.43 0.75 -0.366
C 3.143942 -4.273635 3.402775 0.20 0.36 0.08 -0.402
H -0.232063 -3.620905 0.362831 0.28 0.08 -0.13 0.490
C 1.831241 2.154367 0.140593 -0.45 -0.81 0.63 -0.808
C 3.164283 0.879512 -5.127893 -0.91 -0.28 -0.65 -1.214
H -3.822374 1.093009 -0.522369 0.01 -0.02 0.15 0.447
C 1.870571 1.695078 -5.147434 -0.78 -0.43 1.12 0.497
H 2.686977 -5.096565 5.329849 0.21 -0.18 0.41 0.359
O 5.261145 -0.691308 4.536940 -0.16 0.18 0.49 -0.628
C -0.458785 2.182394 0.507788 -0.10 -0.75 0.22 -0.135
N 0.623060 -0.688780 4.333700 0.43 0.03 -1.54 0.379
C -1.415200 6.279162 -1.215319 -0.24 0.44 0.77 -0.145
H -1.380284 1.564711 0.520132 0.55 0.48 0.16 0.108
H 0.669883 0.682982 -6.661828 0.71 0.83 0.13 0.137
H -1.200616 0.530643 2.708475 0.24 -0.30 0.35 0.373
C 2.662502 -3.829321 2.186990 -0.39 -0.39 0.30 -0.419
H 1.852075 1.936650 -7.273388 -0.22 -0.04 -0.12 0.419
C -2.933929 0.235468 3.898159 0.00 -0.47 0.18 -0.515
Cd 0.627319 -0.887578 0.221291 0.37 -1.34 -0.05 2.513
O 4.590291 -0.780556 2.216486 -2.13 0.28 -0.16 -0.866
S 0.831767 5.980140 0.274199 0.76 0.61 1.72 -0.272
C 2.292547 -4.762160 4.392703 -0.12 -0.02 -0.05 -0.623
H 0.098635 -2.470173 -6.375677 0.07 -0.33 0.75 0.222
H 0.303526 2.404206 -6.484359 0.34 -0.04 0.07 0.289
H 2.851942 4.111680 0.164176 -0.45 -0.78 0.03 0.367
H -0.150148 -3.133734 -3.317729 -0.41 0.00 -1.16 0.125
H -3.139873 6.650150 -2.475464 0.27 0.19 0.18 0.344
C -0.026195 6.228304 -1.197158 -0.38 0.00 -0.99 0.515
N 0.658082 1.485218 0.303142 0.75 1.11 -0.51 0.289
C -2.052166 6.617889 -2.389842 0.24 -0.53 -0.88 -0.532
N 1.151042 -0.686748 3.009627 -2.51 0.17 2.52 0.001
C -4.091044 -0.908883 0.247182 -0.20 -0.38 0.08 0.670
H -4.555564 -0.150297 5.259577 0.26 -0.33 -0.22 0.355
C 1.932429 3.515914 0.303240 -0.44 0.98 -0.55 -0.935
C -1.469953 -1.174764 0.490786 -1.66 0.53 -0.09 -1.049
O 0.597041 -1.032077 -5.050682 0.07 -1.00 -0.83 -0.372
H -7.887802 -0.242157 -0.075327 -0.65 0.28 -0.05 0.403
C -2.696722 -1.174283 0.426459 0.88 0.57 -0.24 -0.137
```
Positions in Å, forces in eV/Å.


3.
The following is a DFT calculation (ωB97M-V with the def2-TZVPD basis set) of 2 unconnected molecules or ions with the total composition C3H6N2S.

Calculated values
E_LUMO (alpha / beta): -0.088 / -0.006 eV
Net charge: 0
HOMO-LUMO gap (alpha / beta): 8.80 / 7.38 eV

```
12
Properties=species:S:1:pos:R:3:forces:R:3:nbo_charge:R:1
H 3.228696 1.418161 -0.310299 0.28 -0.57 0.03 0.386
H -0.932486 -0.731828 -1.495224 -1.33 0.59 1.53 0.206
S 1.804774 -1.261196 0.623667 0.53 -0.82 0.23 0.049
H -0.693926 -1.495257 0.901154 1.58 -0.67 -0.43 0.223
N 2.230765 1.269596 -0.344193 -1.52 1.15 0.74 -0.806
H -2.077617 -0.936136 1.549405 -0.86 0.53 -0.59 0.211
C -1.658395 -0.338214 -0.668516 -1.02 -0.92 -4.37 -0.313
N -1.115769 0.487954 0.310395 1.81 3.58 0.47 -0.254
C 1.596788 0.216465 0.181772 -0.09 1.49 -0.85 0.031
H 1.721698 2.184083 -0.332629 0.42 -1.44 -0.14 0.408
H -2.669269 -0.041101 -1.090294 1.25 -0.37 0.55 0.203
C -1.435262 -0.772527 0.674761 -1.04 -2.54 2.83 -0.345
```
Positions in Å, forces in eV/Å.


Energy relative to the best compared isomer or geometry (same formula, charge and spin), respectively: 2.808, 0.000, 5.293 eV.